Entry 1:
Entry from the Open Molecules 2025 dataset: C27H24AuN4O3PTe as an isolated structure at a distorted geometry (ωB97M-V with the def2-TZVPD basis set).

The geometry in XYZ format:
```
61
Properties=species:S:1:pos:R:3:lowdin_charge:R:1
Au 0.714 0.294 -0.533 0.89
N -9.274 -2.312 -1.945 0.16
C -8.171 -2.020 -1.815 -0.18
C -6.791 -1.654 -1.651 -0.23
C -5.793 -2.473 -2.172 -0.01
C -4.466 -2.116 -2.015 -0.01
C -4.129 -0.951 -1.335 -0.20
C -5.131 -0.138 -0.814 -0.01
C -6.461 -0.483 -0.972 -0.01
C -2.695 -0.565 -1.169 -0.04
C -2.074 -0.048 -2.288 -0.25
C -2.635 0.119 -3.593 -0.01
C -1.634 0.584 -4.401 -0.06
C -0.486 0.703 -3.573 -0.16
N -0.737 0.342 -2.334 -0.03
C -2.161 -0.773 0.122 -0.24
C -2.878 -1.250 1.240 -0.02
C -2.034 -1.205 2.336 -0.06
C -0.818 -0.711 1.863 -0.14
N -0.879 -0.462 0.550 -0.10
H -6.061 -3.380 -2.695 0.12
H -3.682 -2.742 -2.421 0.13
H -4.862 0.769 -0.288 0.13
H -7.244 0.148 -0.574 0.12
H -3.651 -0.099 -3.875 0.11
H -1.688 0.818 -5.449 0.10
H 0.496 1.050 -3.859 0.08
H -3.907 -1.566 1.229 0.11
H -2.260 -1.476 3.352 0.10
H 0.093 -0.522 2.407 0.10
C 4.493 5.434 0.386 -0.07
C 4.212 4.161 1.148 -0.31
O 2.802 4.062 1.417 -0.26
P 1.804 2.982 0.818 0.15
O 0.404 3.401 0.812 -0.33
Te 2.441 2.064 -1.381 0.69
O 2.028 1.722 1.807 -0.33
C 3.189 1.476 2.606 -0.29
C 2.878 0.317 3.524 -0.06
H 5.569 5.567 0.267 0.08
H 4.093 6.294 0.919 0.08
H 4.040 5.403 -0.604 0.08
H 4.705 4.153 2.122 0.12
H 4.545 3.279 0.592 0.08
H 3.431 2.380 3.169 0.12
H 4.030 1.236 1.948 0.10
H 2.049 0.565 4.185 0.08
H 3.749 0.083 4.138 0.08
H 2.619 -0.573 2.950 0.06
N 5.111 -5.316 1.377 0.16
C 4.462 -4.419 1.075 -0.18
C 3.649 -3.296 0.697 -0.24
C 2.295 -3.479 0.440 -0.02
C 1.503 -2.395 0.092 -0.10
C 2.081 -1.129 -0.012 -0.28
C 3.434 -0.942 0.237 -0.15
C 4.215 -2.030 0.591 -0.02
H 1.861 -4.467 0.519 0.12
H 0.451 -2.545 -0.092 0.09
H 3.885 0.031 0.136 0.03
H 5.272 -1.899 0.789 0.12
```

Kohn-Sham gap, eV: 6.3
Energy, a.u.: -2233.09315
Molecular weight, g/mol: 808.055
Energy relative to the best compared isomer or geometry (same formula, charge and spin), kJ/mol: 0.00

---

Entry 2:
Entry from the Open Molecules 2025 dataset: C27H24BrCl2FeN3O2PS as an isolated structure (ωB97M-V with the def2-TZVPD basis set).

The geometry in XYZ format:
```
62
Properties=species:S:1:pos:R:3:lowdin_charge:R:1
Fe 0.446 0.177 -0.132 0.71
O 1.364 -0.503 6.151 0.08
C 0.980 -0.302 4.870 -0.31
C 1.070 0.933 4.234 0.01
C 0.666 1.018 2.920 -0.12
N 0.174 -0.018 2.232 -0.04
C 0.103 -1.167 2.862 -0.72
Br -0.549 -2.651 1.873 0.80
C 0.480 -1.392 4.174 -0.04
H 1.733 0.310 6.514 0.11
H 1.470 1.803 4.738 0.12
H 0.760 1.947 2.374 0.11
H 0.407 -2.366 4.632 0.11
S -1.017 -0.005 -4.551 1.12
C -1.462 -1.563 -3.937 -0.48
C -2.157 -2.596 -4.562 -0.09
C -2.400 -3.750 -3.843 -0.09
C -1.953 -3.881 -2.523 -0.08
C -1.262 -2.858 -1.905 -0.03
C -1.020 -1.684 -2.616 -0.32
N -0.350 -0.570 -2.124 0.01
C -0.292 0.380 -3.015 -0.53
C 0.254 1.712 -2.718 -0.28
C 0.425 2.659 -3.734 -0.08
C 0.880 3.917 -3.398 -0.10
C 1.171 4.196 -2.060 -0.10
C 1.022 3.226 -1.083 -0.12
C 0.542 1.934 -1.365 -0.12
H -2.494 -2.499 -5.586 0.11
H -2.937 -4.565 -4.310 0.10
H -2.144 -4.799 -1.982 0.10
H -0.896 -2.950 -0.893 0.04
H 0.224 2.419 -4.773 0.09
H 1.027 4.671 -4.161 0.10
H 1.535 5.182 -1.794 0.10
H 1.313 3.470 -0.066 0.08
Cl 4.230 2.296 1.685 0.64
C 4.541 1.008 0.551 -0.60
C 5.836 0.797 0.136 -0.14
C 6.119 -0.230 -0.759 -0.10
C 5.088 -1.036 -1.235 -0.13
C 3.799 -0.790 -0.820 -0.58
Cl 2.523 -1.821 -1.416 0.69
C 3.426 0.244 0.091 -0.48
N 2.186 0.484 0.474 -0.05
H 6.626 1.430 0.517 0.10
H 7.136 -0.403 -1.083 0.10
H 5.287 -1.845 -1.923 0.10
C -3.335 0.939 -1.938 -0.15
P -3.079 0.696 -0.182 0.56
C -3.767 2.149 0.615 -0.17
C -4.113 -0.694 0.287 -0.16
O -1.654 0.486 0.207 -0.41
H -4.375 1.192 -2.147 0.06
H -3.074 0.028 -2.482 0.04
H -2.688 1.748 -2.280 0.06
H -4.803 2.317 0.321 0.06
H -3.164 3.013 0.333 0.06
H -3.711 2.026 1.697 0.06
H -5.160 -0.512 0.045 0.06
H -4.010 -0.873 1.357 0.06
H -3.769 -1.581 -0.248 0.05
```

Kohn-Sham gap (alpha / beta), eV: 6.5 / 6.9
Energy, a.u.: -6855.70885
Molecular weight, g/mol: 692.204
Energy relative to the best compared isomer or geometry (same formula, charge and spin), kJ/mol: 50.55
⟨S²⟩: 8.81
Multiplicity: 6

---

Entry 3:
Entry from the Open Molecules 2025 dataset: C27H24BrF6IN7O9S4Yb as an isolated structure at a distorted geometry (ωB97M-V with the def2-TZVPD basis set).

The geometry in XYZ format:
```
80
Properties=species:S:1:pos:R:3:lowdin_charge:R:1
Yb 0.221 -0.161 -0.100 1.53
F 2.378 -3.086 0.326 0.13
C 2.569 -3.444 -0.944 -0.68
F 2.748 -4.754 -1.009 0.17
F 3.640 -2.817 -1.414 0.16
S 1.107 -2.959 -1.946 0.67
O 0.957 -1.529 -1.644 -0.40
O 1.425 -3.319 -3.278 -0.20
N -0.055 -3.823 -1.333 -0.26
S -1.050 -3.363 -0.223 0.66
O -2.421 -3.513 -0.572 -0.23
O -0.668 -2.078 0.405 -0.44
C -0.792 -4.584 1.124 -0.69
F -0.919 -5.804 0.639 0.18
F -1.728 -4.362 2.042 0.15
F 0.400 -4.442 1.682 0.16
O 0.181 4.947 -3.871 0.16
C 0.093 4.042 -3.094 -0.23
C 0.805 3.924 -1.734 -0.29
O 1.430 4.792 -1.171 0.11
C 0.560 2.546 -1.321 -0.34
C -0.238 1.862 -2.206 -0.32
O -0.516 0.613 -2.003 -0.17
C -0.716 2.747 -3.281 -0.27
O -1.574 2.536 -4.102 0.13
O 1.014 1.907 -0.268 -0.44
C 3.273 0.805 -2.076 -0.04
C 3.605 0.381 -0.682 -0.61
N 2.762 -0.114 0.182 0.00
C 3.361 -0.381 1.394 -0.33
C 4.679 -0.083 1.450 -0.32
S 5.187 0.558 -0.048 1.12
C 2.535 -0.939 2.468 -0.34
C 2.971 -1.449 3.645 -0.33
S 1.637 -1.942 4.587 1.10
C 0.559 -1.442 3.351 -0.65
N 1.163 -0.950 2.301 -0.02
C -0.918 -1.508 3.560 -0.06
H 2.301 0.420 -2.373 0.07
H 4.022 0.443 -2.779 0.09
H 3.246 1.893 -2.134 0.10
H 5.358 -0.188 2.280 0.08
H 3.986 -1.574 3.987 0.08
H -1.169 -2.177 4.383 0.09
H -1.421 -1.853 2.662 0.04
H -1.294 -0.512 3.804 0.07
Br -2.933 3.698 3.423 0.78
C -1.635 2.916 4.559 -0.72
C -1.789 3.072 5.930 -0.13
C -0.879 2.488 6.798 -0.07
C 0.188 1.755 6.301 -0.07
C 0.352 1.619 4.930 -0.17
C -0.560 2.195 4.056 -0.68
I -0.122 2.052 2.015 1.37
H -2.619 3.653 6.308 0.10
H -1.007 2.611 7.865 0.11
H 0.901 1.297 6.976 0.11
H 1.204 1.078 4.533 0.08
C -3.243 -0.268 1.099 -0.19
N -4.693 -0.137 1.054 -0.08
C -5.023 1.289 0.953 -0.17
N -4.427 1.908 -0.233 -0.08
C -2.980 1.749 -0.160 -0.19
N -2.565 0.318 -0.084 -0.12
C -3.137 -0.345 -1.303 -0.16
N -4.588 -0.222 -1.370 -0.08
C -5.172 -0.806 -0.164 -0.16
C -4.923 1.202 -1.418 -0.15
H -2.992 -1.326 1.153 0.10
H -2.870 0.246 1.989 0.10
H -4.660 1.800 1.846 0.08
H -6.108 1.395 0.902 0.13
H -2.621 2.266 0.725 0.02
H -2.522 2.191 -1.045 0.12
H -2.877 -1.399 -1.282 0.10
H -2.692 0.118 -2.177 0.12
H -4.904 -1.863 -0.115 0.13
H -6.258 -0.717 -0.210 0.13
H -6.006 1.315 -1.471 0.13
H -4.476 1.643 -2.310 0.13
```

Kohn-Sham gap (alpha / beta), eV: 7.4 / 7.4
Energy, a.u.: -8326.24050
Molecular weight, g/mol: 1212.633
Energy relative to the best compared isomer or geometry (same formula, charge and spin), kJ/mol: 24.69
⟨S²⟩: 0.75
Multiplicity: 2

---

Entry 4:
Entry from the Open Molecules 2025 dataset: C27H24BrN5O7PPd as an isolated structure (ωB97M-V with the def2-TZVPD basis set).

The geometry in XYZ format:
```
66
Properties=species:S:1:pos:R:3:lowdin_charge:R:1
Pd 0.921 -0.105 0.579 1.10
O 0.263 6.731 2.284 -0.06
C 0.768 6.326 1.217 -0.70
O 1.138 6.940 0.202 -0.04
C 0.915 4.784 1.134 -0.10
C 0.606 3.997 2.237 -0.01
C 0.685 2.624 2.132 -0.12
N 1.036 2.025 0.993 0.00
C 1.355 2.763 -0.077 -0.17
C 1.320 4.147 -0.034 0.06
C 1.663 1.999 -1.363 -0.61
O 2.058 2.616 -2.343 0.03
O 1.425 0.733 -1.339 -0.15
H 0.293 4.490 3.148 0.11
H 0.450 1.964 2.960 0.11
H 1.575 4.731 -0.906 0.12
Br 6.087 -1.585 6.242 0.72
C 4.274 -1.759 5.722 -0.67
C 3.382 -2.393 6.572 -0.20
N 2.097 -2.551 6.271 0.07
C 1.672 -2.068 5.103 -0.08
C 2.498 -1.425 4.192 -0.11
C 3.838 -1.265 4.508 -0.05
C 1.965 -0.917 2.879 -0.66
O 0.722 -0.981 2.681 -0.09
O 2.778 -0.471 2.040 -0.04
H 3.720 -2.784 7.525 0.10
H 0.623 -2.193 4.864 0.12
H 4.497 -0.769 3.809 0.12
C -3.135 2.252 0.745 -0.16
P -2.651 0.791 -0.175 0.53
C -3.891 -0.470 0.159 -0.17
C -2.806 1.200 -1.919 -0.16
O -1.276 0.346 0.170 -0.40
H -4.122 2.609 0.447 0.06
H -2.392 3.033 0.573 0.06
H -3.137 2.014 1.810 0.06
H -4.898 -0.106 -0.051 0.05
H -3.817 -0.761 1.207 0.06
H -3.683 -1.343 -0.461 0.05
H -3.810 1.548 -2.166 0.06
H -2.571 0.314 -2.514 0.04
H -2.078 1.977 -2.159 0.07
C 1.102 -4.486 -0.465 -0.05
C 1.316 -3.261 0.132 -0.10
N 0.709 -2.158 -0.295 0.01
C -0.117 -2.221 -1.337 -0.07
C -0.387 -3.406 -2.014 -0.18
C 0.232 -4.555 -1.539 -0.02
C -1.348 -3.525 -3.123 -0.04
C -1.729 -2.695 -4.087 -0.04
C -1.266 -1.351 -4.470 -0.30
C -1.913 -0.695 -5.509 -0.03
C -1.443 0.562 -5.848 -0.14
N -0.425 1.137 -5.227 0.10
C 0.137 0.431 -4.240 -0.15
N -0.238 -0.788 -3.845 0.14
H 1.601 -5.368 -0.089 0.10
H 1.986 -3.139 0.975 0.11
H -0.571 -1.286 -1.629 0.08
H 0.030 -5.508 -2.016 0.12
H -1.839 -4.495 -3.144 0.11
H -2.501 -3.077 -4.749 0.10
H -2.748 -1.144 -6.031 0.10
H -1.904 1.129 -6.651 0.10
H 0.957 0.889 -3.698 0.09
```

Kohn-Sham gap (alpha / beta), eV: 6.3 / 6.3
Energy, a.u.: -4887.18257
Molecular weight, g/mol: 747.815
⟨S²⟩: 2.00
Total charge: -1
Multiplicity: 3

---

Entry 5:
Entry from the Open Molecules 2025 dataset: C27H24CdCl2N5O7Si as an isolated structure (ωB97M-V with the def2-TZVPD basis set).

The geometry in XYZ format:
```
67
Properties=species:S:1:pos:R:3:lowdin_charge:R:1
Cd -0.697 -0.541 0.793 1.42
O 4.852 2.852 -3.024 0.07
N 5.027 1.669 -2.796 -0.34
O 5.913 1.001 -3.291 0.08
C 4.137 1.016 -1.824 -0.08
C 4.693 0.040 -1.079 0.07
C 3.945 -0.592 -0.043 -0.13
C 4.490 -1.594 0.781 0.01
C 3.716 -2.134 1.769 -0.01
C 2.401 -1.670 1.928 -0.10
N 1.865 -0.742 1.158 0.10
C 2.618 -0.210 0.178 -0.14
C 2.010 0.792 -0.682 -0.15
N 0.707 1.052 -0.487 0.07
C 0.112 1.952 -1.233 -0.15
C 0.781 2.651 -2.244 -0.06
C 2.105 2.389 -2.475 0.00
C 2.768 1.438 -1.676 -0.07
H 5.719 -0.251 -1.255 0.13
H 5.507 -1.930 0.616 0.12
H 4.078 -2.922 2.415 0.12
H 1.758 -2.084 2.696 0.11
H -0.945 2.107 -1.037 0.09
H 0.243 3.371 -2.844 0.11
H 2.635 2.905 -3.259 0.11
O 2.140 -6.022 0.146 0.10
C 1.444 -5.038 0.247 -0.28
C 1.006 -4.129 -0.876 -0.29
O 1.305 -4.243 -2.057 0.06
C 0.224 -3.064 -0.257 -0.34
C 0.120 -3.277 1.145 -0.38
O -0.468 -2.459 1.932 -0.15
C 0.924 -4.435 1.533 -0.33
O 1.206 -4.804 2.662 0.06
O -0.249 -2.032 -0.843 -0.15
C 0.460 1.743 4.120 -0.04
C -0.787 2.147 3.387 -0.36
C -1.567 3.215 3.797 -0.07
C -2.723 3.491 3.066 -0.09
C -3.065 2.723 1.981 -0.05
C -2.232 1.637 1.611 -0.48
N -1.107 1.396 2.334 0.07
N -2.427 0.803 0.573 -0.17
Si -3.835 0.572 -0.387 0.34
C -3.454 -0.841 -1.544 -0.18
C -5.341 0.166 0.661 -0.18
C -4.256 2.075 -1.441 -0.18
H 0.860 2.566 4.712 0.07
H 1.214 1.402 3.411 0.06
H 0.246 0.910 4.793 0.08
H -1.279 3.808 4.654 0.09
H -3.359 4.322 3.353 0.10
H -3.956 2.941 1.407 0.08
H -3.149 -1.736 -0.995 0.03
H -2.625 -0.572 -2.206 0.00
H -4.317 -1.095 -2.164 0.03
H -5.177 -0.748 1.236 0.03
H -6.225 0.019 0.034 0.02
H -5.564 0.968 1.369 0.02
H -3.409 2.365 -2.069 0.02
H -4.552 2.946 -0.853 0.01
H -5.088 1.829 -2.107 0.03
Cl 0.034 -0.381 -3.621 0.55
C -0.284 -2.122 -3.771 -1.00
Cl -0.406 -2.607 -5.478 0.48
H -1.232 -2.321 -3.289 0.01
H 0.513 -2.684 -3.295 -0.01
```

Kohn-Sham gap, eV: 5.4
Energy, a.u.: -3221.51279
Molecular weight, g/mol: 741.921
Energy relative to the best compared isomer or geometry (same formula, charge and spin), kJ/mol: 9.78
Total charge: -1

---

Entry 6:
Entry from the Open Molecules 2025 dataset: C27H24Cl2FGeKNO3 as an isolated structure at a distorted geometry (ωB97M-V with the def2-TZVPD basis set).

The geometry in XYZ format:
```
60
Properties=species:S:1:pos:R:3:lowdin_charge:R:1
K -1.329 0.142 0.277 0.79
Cl -3.861 -1.538 0.852 0.54
C -4.919 -0.595 -0.228 -0.93
Cl -4.089 0.826 -0.929 0.51
H -5.761 -0.239 0.348 0.04
H -5.229 -1.235 -1.042 0.04
C 6.128 -2.144 1.552 -0.04
C 5.195 -2.539 2.683 -0.29
C 5.345 -4.002 3.049 -0.15
C 4.457 -4.352 4.225 -0.12
C 3.028 -3.985 3.933 -0.13
C 1.989 -4.646 4.547 0.07
C 0.671 -4.296 4.275 -0.25
F -0.300 -4.972 4.903 0.09
C 0.350 -3.305 3.396 0.08
C 1.389 -2.630 2.748 -0.04
C 1.042 -1.568 1.793 -0.30
O -0.143 -1.259 1.593 -0.15
C 2.155 -0.932 1.158 -0.01
C 3.438 -1.307 1.489 0.04
N 3.753 -2.265 2.350 0.05
C 2.719 -2.965 3.013 -0.06
C 2.058 0.157 0.168 -0.49
O 3.024 0.824 -0.177 0.03
O 0.871 0.416 -0.382 -0.30
H 7.122 -2.520 1.793 0.09
H 6.217 -1.067 1.420 0.08
H 5.819 -2.593 0.605 0.10
H 5.416 -1.935 3.568 0.16
H 6.393 -4.184 3.284 0.13
H 5.095 -4.618 2.179 0.14
H 4.794 -3.806 5.112 0.13
H 4.520 -5.412 4.469 0.13
H 2.191 -5.448 5.246 0.14
H -0.676 -3.035 3.194 0.14
H 4.260 -0.797 1.013 0.13
Ge 1.135 1.847 -1.605 1.02
C 1.417 3.466 -0.650 -0.29
C 0.356 4.377 -0.666 -0.12
C 0.466 5.612 -0.037 -0.08
C 1.642 5.949 0.613 -0.07
C 2.705 5.054 0.635 -0.07
C 2.599 3.821 0.010 -0.09
C 2.133 1.308 -3.127 -0.29
C 1.406 1.083 -4.300 -0.12
C 2.050 0.736 -5.482 -0.08
C 3.431 0.618 -5.502 -0.07
C 4.167 0.849 -4.345 -0.07
C 3.527 1.192 -3.163 -0.09
H -0.351 1.861 -2.028 0.02
H -0.570 4.130 -1.174 0.09
H -0.365 6.305 -0.058 0.11
H 1.732 6.910 1.103 0.11
H 3.623 5.321 1.144 0.11
H 3.434 3.136 0.034 0.09
H 0.326 1.174 -4.301 0.09
H 1.475 0.559 -6.381 0.11
H 3.937 0.348 -6.421 0.11
H 5.246 0.761 -4.368 0.11
H 4.110 1.370 -2.271 0.09
```

Kohn-Sham gap, eV: 8.8
Energy, a.u.: -5020.78098
Molecular weight, g/mol: 612.105
Energy relative to the best compared isomer or geometry (same formula, charge and spin), kJ/mol: 0.00
Total charge: +1

---

Entry 7:
Entry from the Open Molecules 2025 dataset: C27H24IrN3OS as an isolated structure at a distorted geometry (ωB97M-V with the def2-TZVPD basis set).

The geometry in XYZ format:
```
57
Properties=species:S:1:pos:R:3:lowdin_charge:R:1
Ir 0.929 -0.621 0.659 1.33
C 5.386 -0.561 -2.605 -0.03
C 4.000 -0.634 -2.723 -0.06
C 3.215 -0.649 -1.594 -0.04
C 3.803 -0.580 -0.318 -0.26
C 5.207 -0.518 -0.206 0.01
C 5.979 -0.510 -1.345 -0.04
N 2.974 -0.589 0.787 -0.12
N 3.500 -0.556 1.948 0.13
C 2.604 -0.543 2.954 -0.28
C 2.998 -0.533 4.299 0.03
C 2.036 -0.535 5.287 -0.03
C 0.676 -0.541 4.961 -0.02
C 0.263 -0.543 3.632 -0.07
C 1.209 -0.552 2.632 -0.19
H 6.004 -0.557 -3.493 0.12
H 3.548 -0.688 -3.704 0.12
H 2.134 -0.731 -1.681 0.08
H 5.647 -0.489 0.779 0.12
H 7.056 -0.471 -1.259 0.12
H 4.055 -0.532 4.528 0.13
H 2.331 -0.536 6.327 0.13
H -0.066 -0.538 5.748 0.12
H -0.793 -0.552 3.390 0.11
C -0.545 4.584 0.218 -0.06
C 0.880 4.004 0.272 -0.17
C 0.880 2.568 0.178 -0.09
N 0.826 1.430 0.057 0.11
H -0.490 5.662 0.345 0.09
H -1.167 4.172 1.011 0.09
H -1.014 4.373 -0.741 0.09
H 1.374 4.282 1.207 0.14
H 1.487 4.395 -0.548 0.14
O -1.160 -0.839 0.771 -0.65
S -1.945 0.042 -0.225 1.05
C -3.669 -0.259 0.107 -0.38
C -4.145 -1.512 0.462 -0.05
C -5.507 -1.662 0.659 -0.04
C -6.363 -0.577 0.505 -0.03
C -5.867 0.670 0.150 -0.05
C -4.505 0.839 -0.044 -0.08
C -1.724 -0.797 -1.793 -0.40
C -1.409 -2.147 -1.841 -0.08
C -1.201 -2.732 -3.082 -0.05
C -1.299 -1.970 -4.239 -0.04
C -1.622 -0.620 -4.172 -0.05
C -1.829 -0.021 -2.939 -0.08
H -3.473 -2.351 0.589 0.12
H -5.906 -2.630 0.930 0.12
H -7.424 -0.703 0.673 0.12
H -6.538 1.510 0.033 0.12
H -4.103 1.808 -0.313 0.11
H -1.342 -2.740 -0.937 0.11
H -0.975 -3.788 -3.152 0.12
H -1.121 -2.428 -5.202 0.12
H -1.715 -0.035 -5.077 0.12
H -2.080 1.031 -2.867 0.12
```

Kohn-Sham gap, eV: 5.6
Energy, a.u.: -1784.65309
Molecular weight, g/mol: 630.793
Energy relative to the best compared isomer or geometry (same formula, charge and spin), kJ/mol: 0.00
Total charge: +2

---

- The lowest energy belongs to which entry?
  C27H24BrF6IN7O9S4Yb

---

- energy of number 3 (C27H24BrF6IN7O9S4Yb)?
  -8326.24050 a.u.